Density functional theory data (ωB97M-V/def2-TZVPD) for C39H60BaP as an isolated structure.

Last column: Löwdin charge in e.
CARTESIAN COORDINATES (ANGSTROEM)
Ba  0.93290  0.27218  0.39997  1.836
C  3.36658  0.73871  -0.56808  -0.399
C  2.60157  1.45712  -1.51389  -0.341
C  1.97839  2.53837  -0.83276  -0.361
C  2.37953  2.51249  0.52426  -0.402
C  3.24306  1.39491  0.69968  -0.417
C  3.54440  0.69095  2.01233  -0.078
C  1.84070  3.39926  1.61062  -0.038
C  1.07298  3.56353  -1.44604  -0.028
C  2.46532  1.17747  -2.97240  -0.029
C  3.91801  -0.65059  -0.71882  -0.052
H  4.57112  0.32479  2.02865  0.088
H  2.93623  -0.24188  2.19877  0.047
H  3.39559  1.33127  2.87900  0.074
H  2.27795  4.39836  1.53708  0.095
H  2.09248  3.02772  2.60487  0.071
H  0.75554  3.53510  1.56648  0.065
H  1.62323  4.45484  -1.75927  0.094
H  0.30801  3.90085  -0.74165  0.072
H  0.56660  3.17578  -2.33257  0.074
H  2.91846  1.98507  -3.55317  0.103
H  1.42823  1.08728  -3.30239  0.055
H  2.97956  0.25550  -3.24010  0.070
H  4.88455  -0.71476  -0.21728  0.089
H  4.06128  -0.91454  -1.76553  0.077
H  3.28458  -1.45346  -0.27120  0.064
C  0.14980  0.37076  -5.76318  -0.069
C  0.62084  -0.85543  -4.98872  -0.387
C  0.50415  -2.10802  -5.86615  -0.049
C  -0.12766  -1.09448  -3.69089  -0.188
C  -1.40962  -0.62659  -3.47027  0.027
C  -2.17136  -1.01000  -2.36731  -0.119
C  -3.63401  -0.58508  -2.39817  -0.371
C  -3.82800  0.89303  -2.75120  -0.069
C  -4.40134  -1.42767  -3.42607  -0.038
C  -1.62624  -1.88547  -1.39719  -0.103
C  -0.32340  -2.38450  -1.61504  -0.183
C  0.40598  -1.93991  -2.72144  -0.009
C  0.33070  -3.54242  -0.86690  -0.368
C  0.05779  -3.61992  0.62081  -0.086
C  -0.00495  -4.87225  -1.55243  -0.033
C  -2.59515  -2.50250  -0.40772  -0.190
C  -3.30863  -3.58086  -0.93533  -0.045
C  -4.35264  -4.17500  -0.24924  -0.046
C  -4.72896  -3.67749  0.97953  -0.056
C  -4.02156  -2.63002  1.54062  -0.086
C  -2.93150  -2.03954  0.89597  -0.299
P  -1.91281  -0.77790  1.74766  1.062
C  -1.54181  -1.42080  3.49329  -0.670
C  -0.43687  -2.48431  3.43909  -0.113
C  -0.95654  -0.23861  4.28744  -0.099
C  -2.69018  -2.03413  4.30294  -0.085
C  -3.02280  0.74016  1.94467  -0.682
C  -4.05620  0.75778  3.07197  -0.075
C  -2.12200  1.97937  2.05866  -0.114
C  -3.77890  0.87023  0.62324  -0.104
H  0.81441  0.55675  -6.60694  0.088
H  0.12987  1.27193  -5.14798  0.074
H  -0.85099  0.22299  -6.17558  0.083
H  1.67440  -0.72095  -4.73869  0.114
H  -0.53676  -2.28150  -6.14744  0.089
H  0.86237  -2.99852  -5.34799  0.076
H  1.08649  -1.99117  -6.78118  0.085
H  -1.87065  0.01195  -4.21277  0.109
H  -4.07343  -0.78667  -1.42111  0.104
H  -3.63946  1.07204  -3.81154  0.078
H  -3.17650  1.57038  -2.19865  0.073
H  -4.86034  1.19000  -2.56072  0.091
H  -3.98581  -1.28330  -4.42504  0.086
H  -5.44803  -1.11967  -3.45105  0.089
H  -4.37009  -2.49297  -3.20077  0.069
H  1.39848  -2.35341  -2.88041  0.133
H  1.40886  -3.39244  -0.98968  0.123
H  -0.94758  -3.97659  0.85622  0.085
H  0.15956  -2.64431  1.09556  -0.002
H  0.76559  -4.29181  1.11144  0.104
H  -1.05572  -5.13205  -1.40648  0.074
H  0.59617  -5.67563  -1.12319  0.089
H  0.19128  -4.83354  -2.62389  0.084
H  -3.04367  -3.93786  -1.92248  0.123
H  -4.88356  -5.00953  -0.68970  0.116
H  -5.56644  -4.10820  1.51339  0.114
H  -4.33275  -2.27283  2.51079  0.081
H  0.48678  -2.11812  2.97896  0.063
H  -0.74643  -3.39270  2.92170  0.072
H  -0.17996  -2.76234  4.46378  0.097
H  -0.14945  0.27250  3.74875  0.065
H  -0.52203  -0.62453  5.21149  0.095
H  -1.69559  0.51225  4.56215  0.067
H  -2.99870  -2.99466  3.89241  0.078
H  -3.56750  -1.39555  4.38554  0.063
H  -2.32416  -2.22001  5.31607  0.096
H  -3.62608  0.74155  4.07289  0.067
H  -4.75566  -0.07436  2.98447  0.078
H  -4.63846  1.67893  2.98584  0.095
H  -1.52092  2.01967  2.96493  0.067
H  -2.73732  2.88201  2.03216  0.097
H  -1.44710  2.05914  1.19555  0.039
H  -4.52995  0.09113  0.50294  0.086
H  -3.10431  0.81947  -0.23184  0.054
H  -4.28456  1.83850  0.58664  0.104

Calculated values
* HOMO: -0.3819 Ha
* frontier orbital gap: 8.260 eV
* DFT total energy: -51396.2090 eV
* net charge: +1

Density functional theory data (ωB97M-V/def2-TZVPD) for C33H29N2O2PTc as an isolated structure.

Last column: Löwdin charge in e.
CARTESIAN COORDINATES (ANGSTROEM)
Tc  0.74535  -1.45000  -0.27829  1.317
C  -0.78675  -3.20580  5.78911  -0.047
C  -1.36535  -1.95630  5.63251  -0.051
C  -1.23445  -1.26990  4.43861  -0.079
C  -0.50565  -1.83940  3.39651  -0.361
C  0.10075  -3.08380  3.56361  -0.093
C  -0.03935  -3.75970  4.76151  -0.058
P  -0.50875  -1.05900  1.75891  1.010
C  -1.03885  0.66030  1.98161  -0.387
C  -2.05415  1.22960  1.22241  -0.088
C  -2.30765  2.58500  1.33811  -0.063
C  -1.53275  3.37480  2.17241  -0.052
C  -0.50645  2.80900  2.91431  -0.053
C  -0.25545  1.45410  2.81761  -0.109
C  -1.76305  -2.04890  0.86581  -0.381
C  -2.93405  -2.66920  1.26511  -0.040
C  -3.53965  -3.54310  0.37401  -0.040
C  -2.97915  -3.80070  -0.86729  -0.050
C  -1.79345  -3.18440  -1.26049  -0.094
C  -1.17315  -2.32010  -0.37809  -0.271
H  -0.91925  -3.74370  6.71381  0.117
H  -1.92485  -1.51330  6.44061  0.116
H  -1.68865  -0.29690  4.31271  0.106
H  0.68405  -3.51810  2.76031  0.100
H  0.42925  -4.71960  4.90321  0.114
H  -2.63085  0.61040  0.55311  0.108
H  -3.11515  3.02310  0.77421  0.116
H  -1.71665  4.43610  2.23561  0.116
H  0.09895  3.41880  3.56651  0.116
H  0.54725  1.00500  3.38811  0.114
H  -3.36015  -2.47320  2.23531  0.122
H  -4.44935  -4.04390  0.66041  0.120
H  -3.45585  -4.50490  -1.53159  0.118
H  -1.37065  -3.40000  -2.23259  0.090
N  0.37815  0.30660  -0.74199  -0.008
C  0.70535  1.51370  -1.00349  -0.244
C  -0.28195  2.46180  -1.50059  -0.185
C  -1.44255  1.96220  -2.11029  -0.029
C  -2.32215  2.82520  -2.72479  -0.051
C  -2.07555  4.19350  -2.71079  -0.037
C  -0.98425  4.70320  -2.01939  -0.041
C  -0.08685  3.84670  -1.41379  -0.017
C  2.11785  1.92050  -0.88349  -0.181
C  2.72355  2.69210  -1.87849  -0.023
C  4.07825  2.96090  -1.81429  -0.044
C  4.83565  2.49830  -0.74779  -0.041
C  4.23075  1.76110  0.26291  -0.050
C  2.88495  1.45730  0.18871  -0.036
H  -1.59435  0.89160  -2.11789  0.109
H  -3.19645  2.45010  -3.23209  0.114
H  -2.73725  4.86200  -3.23779  0.118
H  -0.83575  5.77070  -1.96449  0.119
H  0.76045  4.23560  -0.86909  0.127
H  2.13865  3.03190  -2.71969  0.123
H  4.54505  3.52900  -2.60349  0.117
H  5.89545  2.70170  -0.70879  0.119
H  4.81425  1.42160  1.10571  0.117
H  2.40015  0.88950  0.97761  0.093
N  2.40325  -2.85310  -5.24259  0.161
C  1.49375  -2.38250  -4.18479  -0.041
C  2.35605  -2.50460  -2.86529  -0.575
O  3.49315  -2.91250  -3.06489  0.096
O  1.83425  -2.18390  -1.77689  -0.160
H  2.64935  -2.13740  -5.92739  0.173
H  2.08785  -3.69230  -5.73259  0.175
H  3.28045  -3.07840  -4.59789  0.151
H  0.60095  -2.99910  -4.10329  0.130
H  1.19325  -1.34500  -4.32489  0.139

Calculated values
* spin multiplicity: 2
* HOMO (alpha / beta): -0.5099 / -0.5112 Ha
* ⟨S²⟩: 1.075
* frontier orbital gap (alpha / beta): 6.548 / 6.530 eV
* DFT total energy: -53238.6835 eV
* net charge: +2

Q: Which formula does entry 1 have?
A: C39H60BaP